(1)
Below is a cluster of 3 separate species, C2H13B3N5O5PS in total, with properties calculated with ωB97M-V/def2-TZVPD.

Last column: Löwdin charge in e.
Atoms and positions in Å:
1 S -1.868 -2.895 2.990  0.83
2 P -5.092 0.888 1.278  0.75
3 O 5.369 1.161 1.818  0.01
4 O 2.320 -0.698 -1.950  0.02
5 O -3.256 -1.356 1.099  0.21
6 O -2.404 0.727 0.360  0.23
7 O -0.929 -0.970 1.155  0.22
8 N 4.165 2.347 0.305  0.14
9 N 4.130 0.042 0.272  0.16
10 N 0.190 -1.337 -2.350  0.17
11 N -4.909 1.844 2.522  -0.32
12 N 1.631 -0.865 -4.101  0.16
13 C 4.608 1.171 0.865  -0.69
14 C 1.437 -0.951 -2.754  -0.65
15 B -3.449 -0.027 0.823  -0.63
16 B -1.124 0.259 0.569  -0.34
17 B -2.019 -1.643 1.646  -0.90
18 H 4.430 -0.834 0.653  0.10
19 H -5.536 1.523 0.104  -0.01
20 H 2.541 -0.587 -4.416  0.11
21 H 0.045 -1.425 -1.361  0.09
22 H 3.499 0.047 -0.513  0.04
23 H -1.881 -1.979 3.958  -0.13
24 H -6.070 -0.096 1.469  -0.01
25 H 4.494 3.201 0.712  0.09
26 H 0.921 -1.071 -4.776  0.10
27 H -0.559 -1.552 -2.980  0.10
28 H -3.949 1.866 2.840  -0.05
29 H -0.200 0.918 0.235  0.12
30 H 3.542 2.379 -0.479  0.09

Values from the calculation:
charge: 0
DFT total energy: -1548.40566 hartree
HOMO energy: -9.063 eV
SMILES: N=[PH2]B1OBOB(S)O1.NC(N)=O.NC(N)=O
E_LUMO: -0.16 eV

***

(2)
Below is a structure of composition C48H39BrF5N3O2P2TeTl, with properties calculated with ωB97M-V/def2-TZVPD.

Last column: Löwdin charge in e.
Atoms and positions in Å:
1 Tl 1.447 -1.108 -2.410  0.89
2 Te -3.739 0.646 -2.945  1.90
3 Br 7.480 -0.751 1.483  0.74
4 P 0.208 1.825 1.384  1.13
5 P -0.799 -2.180 0.107  0.97
6 F 1.393 1.447 0.174  -0.23
7 F -2.377 -0.080 -4.253  -0.58
8 F -5.476 1.047 -2.012  -0.59
9 F -4.503 -1.096 -3.342  -0.46
10 F -4.487 1.181 -4.685  -0.57
11 O 3.532 -2.299 -2.491  -0.26
12 O -3.151 -0.671 -1.240  -0.46
13 N -1.576 -0.268 1.876  -0.18
14 N 3.181 0.539 -3.093  -0.04
15 N 1.060 0.641 -4.860  0.06
16 C -4.581 -0.030 4.789  -0.10
17 C 6.473 -1.158 0.025  -0.79
18 C 4.683 -0.473 -1.453  -0.17
19 C 2.690 3.770 -5.810  -0.07
20 C -0.597 -4.858 -0.490  -0.09
21 C -3.042 -3.395 0.968  -0.18
22 C 6.607 -2.465 -0.535  -0.12
23 C 0.880 4.528 1.500  -0.08
24 C 1.055 0.736 5.618  -0.05
25 C -1.480 4.110 1.126  -0.04
26 C -0.158 3.587 1.229  -0.28
27 C -0.616 6.318 0.886  -0.08
28 C 0.670 -4.174 1.445  -0.11
29 C -0.004 2.140 3.954  -0.06
30 C 4.033 0.634 -2.070  -0.13
31 C -4.784 0.447 3.508  -0.09
32 C 0.034 0.667 -5.721  -0.13
33 C 0.118 1.749 5.298  -0.06
34 C -2.518 -0.068 2.869  -0.24
35 C 1.611 2.888 -5.589  -0.14
36 C 0.811 -6.509 0.677  -0.11
37 C -3.276 -2.089 -1.184  -0.50
38 C -4.376 -3.667 1.084  -0.16
39 C -1.687 5.485 0.886  -0.07
40 C 5.689 -2.773 -1.513  -0.01
41 C 1.915 0.717 3.321  -0.05
42 C 1.136 -5.464 1.551  -0.13
43 C -2.240 -0.431 4.212  -0.03
44 C -2.503 -2.604 -0.061  -0.40
45 C -3.775 0.490 2.556  0.00
46 C 4.085 2.532 -4.215  -0.03
47 C -0.091 -6.160 -0.299  -0.10
48 C 0.363 2.969 -6.301  -0.01
49 C -0.835 -1.471 1.807  -0.36
50 C 1.939 1.653 -4.850  -0.16
51 C 5.688 -0.131 -0.505  -0.11
52 C -4.730 -2.449 -0.992  -0.05
53 C 2.053 0.393 4.676  -0.06
54 C 4.582 -1.872 -1.864  -0.35
55 C 3.922 3.525 -5.220  -0.10
56 C 0.663 5.892 1.342  -0.06
57 C -1.286 0.771 0.922  -0.20
58 C -0.380 1.813 -6.399  -0.05
59 C -5.227 -3.009 0.157  -0.14
60 C -3.267 -0.418 5.183  -0.07
61 C 3.088 1.583 -3.982  -0.24
62 C -0.148 -3.858 0.337  -0.39
63 C 0.820 1.529 2.945  -0.34
64 H -2.356 -3.870 1.636  0.08
65 H 1.843 4.147 1.911  0.12
66 H -1.275 -2.213 2.513  0.11
67 H -1.356 1.730 -6.888  0.12
68 H -4.717 -4.283 1.887  0.06
69 H -2.171 1.408 0.906  0.08
70 H 0.218 -1.351 2.106  0.06
71 H 2.633 0.452 2.518  0.13
72 H -5.778 0.760 3.214  0.10
73 H -5.414 -0.131 5.494  0.10
74 H -0.703 7.402 0.642  0.12
75 H 1.022 0.310 6.621  0.11
76 H -2.284 3.484 1.476  0.10
77 H -0.470 -0.323 -5.842  0.12
78 H -2.816 -2.457 -2.106  0.11
79 H 1.112 -3.377 2.087  0.10
80 H 7.324 -3.217 -0.121  0.11
81 H -3.104 -0.738 6.198  0.09
82 H -0.486 -6.983 -0.956  0.11
83 H -1.331 -4.658 -1.258  0.11
84 H -0.450 2.226 6.076  0.11
85 H -3.892 0.939 1.559  0.12
86 H 1.278 -7.514 0.701  0.10
87 H 5.054 2.519 -3.645  0.12
88 H -0.813 2.843 3.677  0.12
89 H 4.144 1.560 -1.455  0.14
90 H -6.281 -2.985 0.334  0.07
91 H -5.310 -2.240 -1.911  0.09
92 H 5.884 0.868 -0.238  0.08
93 H 1.814 -5.610 2.436  0.10
94 H 2.591 4.742 -6.312  0.11
95 H 4.726 4.182 -5.444  0.08
96 H -2.666 5.912 0.675  0.12
97 H -1.140 0.370 -0.091  0.07
98 H -1.230 -0.813 4.407  0.11
99 H 0.078 3.861 -6.802  0.10
100 H 5.613 -3.729 -2.004  0.10
101 H 3.009 -0.075 4.965  0.12
102 H 1.504 6.581 1.522  0.11

Values from the calculation:
ΔE to the lowest compared entry with this formula, charge and spin: 6.947 eV
charge: -1
DFT total energy: -6363.69048 hartree
HOMO energy (spin up / spin down): -2.076 / -1.916 eV
E_LUMO (spin up / spin down): 0.36 / 0.27 eV

***

(3)
Below is the molecule C2H8N4O, with properties calculated with ωB97M-V/def2-TZVPD.

Last column: Löwdin charge in e.
Atoms and positions in Å:
1 O 0.480 -2.402 -1.544  -0.06
2 N -0.632 -0.592 -0.112  0.02
3 N 0.836 -1.056 -1.785  -0.02
4 N 0.830 1.110 -0.902  0.14
5 N -1.274 0.362 0.730  -0.14
6 C 0.301 -0.165 -0.875  -0.49
7 C -0.510 0.679 1.928  -0.14
8 H -1.082 1.404 2.505  0.07
9 H 1.844 -1.011 -1.902  0.13
10 H 0.442 1.122 1.639  0.06
11 H -0.305 -0.198 2.556  0.07
12 H -2.148 -0.086 1.004  0.10
13 H 1.308 1.362 -1.754  0.09
14 H -0.251 -2.331 -0.898  0.07
15 H 0.163 1.803 -0.590  0.09

Values from the calculation:
ΔE to the lowest compared entry with this formula, charge and spin: 3.355 eV
charge: 0
DFT total energy: -375.18332 hartree
HOMO energy: -8.210 eV
SMILES: CN/N=C(\N)NO
E_LUMO: 0.97 eV

***

(4)
Below is a cluster of 2 separate species, C5H4O2 in total, with properties calculated with ωB97M-V/def2-TZVPD.

Last column: Löwdin charge in e.
Atoms and positions in Å:
1 O -0.751 -1.120 -2.358  0.13
2 O 2.079 -1.858 -1.284  0.15
3 C -1.012 0.485 -0.488  -0.12
4 C -0.731 -0.414 -1.419  -0.30
5 C 0.401 0.246 1.600  -0.03
6 C -0.351 0.937 0.740  -0.21
7 C 1.355 -1.088 -0.881  0.07
8 H -0.545 1.986 0.966  0.10
9 H 0.849 0.736 2.460  0.05
10 H -1.927 0.986 -0.791  0.12
11 H 0.589 -0.818 1.495  0.04

Values from the calculation:
ΔE to the lowest compared entry with this formula, charge and spin: 1.977 eV
charge: 0
DFT total energy: -343.31971 hartree
HOMO energy: -8.533 eV
E_LUMO: 0.46 eV

***

(5)
Below is a cluster of 5 separate species, C30H75N5O10 in total, with properties calculated with ωB97M-V/def2-TZVPD.

Last column: Löwdin charge in e.
Atoms and positions in Å:
1 O -0.306 -1.985 -3.753  -0.17
2 O 1.306 5.977 5.100  -0.20
3 O 1.063 0.207 2.451  -0.17
4 O -3.391 6.379 5.015  -0.20
5 O -3.679 -9.814 -4.180  -0.20
6 O -0.429 3.631 -1.332  -0.18
7 O 1.567 -4.333 0.383  -0.16
8 O 5.153 0.454 -0.166  -0.17
9 O 0.010 -6.676 -2.854  -0.20
10 O -3.010 7.700 -1.673  -0.17
11 N 0.562 3.369 4.299  -0.05
12 N 0.961 1.262 -2.362  -0.04
13 N -3.104 6.842 1.951  -0.07
14 N -2.987 -7.162 -2.782  -0.05
15 N 3.756 -2.515 -0.029  -0.06
16 C 1.993 -3.935 -0.946  -0.20
17 C -3.154 -10.659 -5.151  -0.15
18 C -0.612 2.362 -0.751  -0.20
19 C 3.467 -3.632 -0.926  -0.21
20 C 0.080 0.310 -3.075  -0.20
21 C -1.753 7.127 -1.934  -0.15
22 C 4.031 0.419 -1.089  -0.09
23 C 0.181 -4.342 0.500  -0.12
24 C 0.339 -1.166 -2.809  -0.24
25 C 0.827 -7.220 -3.848  -0.12
26 C 5.318 -0.751 0.537  -0.25
27 C 5.154 -2.071 -0.171  -0.21
28 C -3.980 -8.530 -4.714  -0.22
29 C 1.445 1.491 2.894  -0.22
30 C 0.758 4.300 -0.941  -0.10
31 C -0.241 -3.376 -3.513  -0.10
32 C 0.409 1.954 3.931  -0.19
33 C -2.513 5.848 2.816  -0.22
34 C 1.635 3.584 5.283  -0.21
35 C 0.499 1.290 -0.954  -0.21
36 C -2.881 6.640 0.511  -0.22
37 C 1.635 -0.255 1.223  -0.09
38 C 0.969 7.208 5.686  -0.13
39 C -3.255 7.895 -0.280  -0.19
40 C -1.920 -8.189 -2.526  -0.18
41 C -0.681 -7.517 -1.944  -0.20
42 C 1.647 4.930 6.001  -0.21
43 C -2.230 6.311 4.199  -0.25
44 C -3.117 6.834 6.346  -0.10
45 C -4.174 -7.531 -3.603  -0.19
46 H -2.350 -8.873 -1.794  0.12
47 H 0.917 3.872 3.494  0.09
48 H 0.010 -8.301 -1.613  0.12
49 H -4.058 7.123 2.117  0.11
50 H 0.027 7.240 6.245  0.07
51 H 0.456 1.369 4.852  0.11
52 H -0.952 7.507 -1.291  0.09
53 H 5.550 -1.989 -1.184  0.12
54 H -0.997 0.476 -2.970  0.12
55 H 0.399 0.480 -4.110  0.13
56 H -0.771 2.336 0.334  0.12
57 H 3.801 -3.314 -1.917  0.12
58 H -4.338 7.901 -0.149  0.12
59 H -0.112 -4.193 1.541  0.09
60 H -1.736 -8.670 -3.487  0.09
61 H -1.692 6.044 -1.767  0.07
62 H 1.450 2.238 2.088  0.11
63 H 3.492 -2.785 0.909  0.11
64 H -4.883 -8.678 -5.318  0.13
65 H 4.081 -4.508 -0.675  0.12
66 H -2.445 -6.523 -3.359  0.08
67 H -3.047 7.921 6.312  0.09
68 H -1.502 5.610 4.629  0.11
69 H 1.905 -7.357 -3.720  0.09
70 H 0.855 -6.397 -4.576  0.08
71 H -1.548 2.027 -1.199  0.12
72 H -4.988 -7.662 -2.892  0.11
73 H 0.941 7.933 4.876  0.09
74 H 1.694 2.748 5.978  0.12
75 H 0.234 0.319 -0.554  0.08
76 H -3.819 -10.755 -6.018  0.09
77 H -1.790 7.314 4.256  0.12
78 H 1.570 -3.005 -1.326  0.08
79 H 0.763 -3.811 -3.566  0.08
80 H -0.816 -3.916 -4.260  0.09
81 H 0.817 4.861 6.717  0.12
82 H -0.584 -3.548 -2.489  0.08
83 H -4.345 -6.559 -4.074  0.12
84 H -3.621 5.871 0.254  0.13
85 H -3.108 4.924 2.842  0.13
86 H 1.652 3.967 -1.489  0.08
87 H -2.253 6.329 6.782  0.07
88 H -1.411 7.225 -2.963  0.09
89 H 6.334 -0.581 0.913  0.12
90 H 0.834 -0.154 0.487  0.04
91 H -1.543 5.544 2.416  0.12
92 H 1.424 -1.260 -2.681  0.13
93 H 2.465 1.517 3.290  0.12
94 H -3.192 -8.198 -5.400  0.12
95 H 4.243 -0.290 -1.886  0.08
96 H -0.642 1.889 3.646  0.11
97 H -1.895 6.213 0.342  0.09
98 H 0.983 4.168 0.118  0.09
99 H 1.628 7.616 6.463  0.08
100 H 2.617 3.620 4.786  0.11
101 H 4.670 -0.804 1.426  0.12
102 H -0.921 -6.993 -1.021  0.10
103 H 0.419 -8.013 -4.482  0.08
104 H 2.626 5.207 6.393  0.13
105 H -0.208 -5.304 0.145  0.07
106 H 3.106 0.101 -0.602  0.03
107 H -0.392 -3.588 -0.054  0.08
108 H 1.823 -4.720 -1.686  0.11
109 H -3.999 6.436 6.847  0.09
110 H 3.825 1.445 -1.382  0.09
111 H -3.012 -11.699 -4.843  0.09
112 H 0.795 2.141 -2.837  0.10
113 H 1.446 1.717 -0.596  0.09
114 H 2.496 0.339 0.914  0.07
115 H 5.822 -2.769 0.348  0.12
116 H -2.802 8.831 0.046  0.12
117 H -0.188 -1.422 -1.877  0.11
118 H -2.141 -10.448 -5.517  0.09
119 H 1.871 -1.311 1.336  0.08
120 H 0.711 5.314 -1.336  0.08

Values from the calculation:
ΔE to the lowest compared entry with this formula, charge and spin: 3.802 eV
charge: 0
DFT total energy: -2213.79993 hartree
HOMO energy: -8.247 eV
SMILES: COCCNCCOC.COCCNCCOC.COCCNCCOC.COCCNCCOC.COCCNCCOC
E_LUMO: 0.59 eV

***

| no. | molecular weight (g/mol) |
| --- | --- |
| 1 | 282.633 |
| 2 | 1258.684 |
| 3 | 104.113 |
| 4 | 96.085 |
| 5 | 665.955 |